Record 1
Density functional theory data (the ωB97M-V functional and the def2-TZVPD basis) for a molecular structure, C24H29Cl5N5Ru.

## Properties
gap between HOMO and LUMO (spin up / spin down) = 0.303 / 0.244 Ha
total charge = +2
multiplicity = 6
HOMO level (spin up / spin down) = -13.69 / -14.31 eV

```
64
Properties=species:S:1:pos:R:3:mulliken_charge:R:1
Ru -1.055 0.747 0.324 -0.81
C -1.467 -0.692 3.048 -1.01
N -0.500 0.240 2.424 0.66
C -0.350 1.444 3.283 -1.21
C 0.798 -0.371 2.153 1.38
C 1.311 -1.445 2.855 -0.11
C 2.567 -1.941 2.523 -0.96
C 3.302 -1.377 1.486 -0.88
C 2.797 -0.301 0.775 -0.69
C 1.550 0.213 1.117 -1.11
N 0.886 1.253 0.448 2.06
C 1.373 2.485 0.157 -1.05
C 2.717 2.880 0.321 -1.06
C 3.103 4.148 -0.051 -0.99
C 2.170 5.045 -0.573 -0.91
C 0.830 4.684 -0.686 -0.48
C 0.425 3.421 -0.314 1.21
N -0.972 3.021 -0.321 1.10
C -1.745 3.837 0.650 -1.09
C -1.579 3.143 -1.668 -1.19
H -1.173 -0.923 4.073 0.40
H -1.519 -1.605 2.458 0.26
H -2.443 -0.212 3.061 0.32
H 0.025 1.153 4.266 0.32
H -1.326 1.914 3.398 0.36
H 0.348 2.145 2.830 0.30
H 0.752 -1.899 3.661 0.42
H 2.974 -2.773 3.082 0.46
H 4.272 -1.781 1.229 0.46
H 3.341 0.115 -0.062 0.62
H 3.439 2.197 0.744 0.65
H 4.134 4.451 0.066 0.47
H 2.483 6.037 -0.868 0.45
H 0.111 5.405 -1.052 0.45
H -1.744 4.889 0.356 0.38
H -1.296 3.751 1.639 0.31
H -2.769 3.473 0.678 0.37
H -1.657 4.192 -1.962 0.43
H -2.576 2.708 -1.641 0.33
H -0.964 2.613 -2.392 0.38
Cl 1.269 0.805 -2.599 -0.10
C -0.100 -0.246 -2.582 0.82
C -1.014 -0.219 -1.511 1.19
C -2.065 -1.073 -1.675 -1.14
Cl -3.321 0.665 0.428 -0.40
C -2.312 -1.952 -2.687 -0.28
Cl -3.665 -3.031 -2.627 -0.07
C -1.376 -1.981 -3.720 0.36
Cl -1.519 -3.145 -4.979 -0.06
C -0.281 -1.104 -3.676 -0.17
Cl 0.858 -1.133 -4.955 -0.13
N -0.954 -4.900 -1.976 -0.15
C 0.164 -4.053 -1.431 -0.37
C 0.036 -3.840 0.077 0.08
N -1.269 -3.415 0.528 -0.28
H -0.965 -4.883 -3.001 0.28
H -1.860 -4.527 -1.663 0.18
H -0.887 -5.872 -1.668 0.40
H 0.102 -3.103 -1.959 -0.13
H 1.104 -4.537 -1.690 0.51
H 0.802 -3.098 0.328 -0.32
H 0.308 -4.748 0.617 0.56
H -1.841 -4.120 0.961 0.26
H -1.786 -2.772 -0.054 -0.05
```

***

Record 2
Density functional theory data (the ωB97M-V functional and the def2-TZVPD basis) for a molecular structure, C20H16F5N3Pt at a distorted geometry.

## Properties
energy above the lowest of the compared OMol25 structures with the same formula, charge and spin = 1.6 kcal/mol
gap between HOMO and LUMO (spin up / spin down) = 0.193 / 0.227 Ha
total charge = -2
multiplicity = 3
HOMO level (spin up / spin down) = -0.06 / -1.00 eV

```
45
Properties=species:S:1:pos:R:3:mulliken_charge:R:1
Pt -3.283 -13.839 -1.900 -0.02
C -3.493 -16.894 1.338 -1.38
N -2.820 -16.440 0.105 0.08
C -2.696 -17.369 -0.754 -0.19
C -2.447 -17.192 -2.151 -0.11
C -2.399 -18.237 -3.100 -0.60
C -2.388 -17.643 -4.356 -0.79
C -2.515 -16.241 -4.113 -0.57
N -2.513 -15.972 -2.777 0.07
C -4.685 -16.026 1.656 1.08
C -4.429 -14.691 1.930 -0.67
C -5.435 -13.791 2.158 -0.18
C -6.739 -14.205 2.345 -0.80
C -7.036 -15.529 2.088 -0.17
C -6.019 -16.455 1.727 -0.26
H -2.909 -16.778 2.242 0.35
H -3.788 -17.943 1.313 0.42
H -2.893 -18.438 -0.470 0.11
H -2.406 -19.319 -2.879 0.34
H -2.381 -18.059 -5.322 0.45
H -2.568 -15.376 -4.790 0.40
H -3.427 -14.283 1.899 0.27
H -5.083 -12.766 2.362 0.31
H -7.517 -13.495 2.559 0.35
H -8.049 -15.871 2.174 0.37
H -6.262 -17.551 1.538 0.13
N -5.231 -13.943 -1.793 -0.86
C -6.092 -14.935 -1.551 0.19
C -7.422 -14.711 -1.113 -0.30
C -8.327 -15.731 -0.985 -0.52
C -7.986 -17.057 -1.296 -0.50
C -6.685 -17.336 -1.685 -0.54
C -5.782 -16.298 -1.843 0.06
H -7.659 -13.652 -1.050 0.42
H -9.352 -15.518 -0.716 0.36
H -8.735 -17.856 -1.233 0.30
H -6.373 -18.320 -1.930 0.46
H -4.774 -16.540 -2.138 0.40
F -0.638 -12.659 -2.811 -0.33
C -1.334 -13.267 -1.698 0.49
F -0.388 -14.301 -1.345 -0.33
C -1.036 -12.284 -0.571 0.46
F -1.475 -12.756 0.600 -0.21
F -1.737 -11.124 -0.798 -0.27
F 0.280 -12.012 -0.389 -0.30
```

***

Record 3
Density functional theory data (the ωB97M-V functional and the def2-TZVPD basis) for a molecular structure, C5H10O at a distorted geometry.

## Properties
energy above the lowest of the compared OMol25 structures with the same formula, charge and spin = 69.8 kcal/mol
gap between HOMO and LUMO = 0.337 Ha
total charge = 0
multiplicity = 1
HOMO level = -8.37 eV

```
16
Properties=species:S:1:pos:R:3:mulliken_charge:R:1
C -1.487 0.309 0.342 -0.55
C 0.360 1.947 -0.019 -1.29
C 1.232 -1.504 0.450 -1.10
C -0.177 0.547 0.030 0.77
C 0.588 -0.549 -0.555 -0.55
O -1.894 -0.998 -0.186 -0.42
H -2.854 -1.027 -0.285 0.30
H -2.230 1.092 0.255 0.28
H -0.558 -1.284 -0.771 0.32
H 1.322 -0.189 -1.275 0.34
H 1.120 2.080 0.752 0.27
H -0.425 2.688 0.129 0.35
H 0.832 2.149 -0.981 0.34
H 2.107 -1.047 0.915 0.33
H 1.545 -2.435 -0.026 0.28
H 0.517 -1.777 1.225 0.33
```

***

Record 4
Density functional theory data (the ωB97M-V functional and the def2-TZVPD basis) for 9 unconnected molecules or ions with the total composition C32H72O14S5 at a distorted geometry.

## Properties
gap between HOMO and LUMO = 0.351 Ha
total charge = 0
multiplicity = 1
SMILES = O=S1(=O)CCCC1.O=S1(=O)CCCC1.O=S1(=O)CCCC1.O=S1(=O)CCCC1.O=S1(=O)CCCC1.CC(C)O.CC(C)O.CC(C)O.CC(C)O
HOMO level = -9.58 eV

```
123
Properties=species:S:1:pos:R:3:mulliken_charge:R:1
O 8.067 -2.612 -3.859 -0.64
S 7.327 -1.375 -3.531 1.05
O 7.981 -0.103 -3.507 -0.62
C 5.741 -1.275 -4.580 -0.82
C 4.604 -1.107 -3.532 -0.48
C 4.971 -2.078 -2.347 -0.08
C 6.419 -1.873 -1.997 -0.67
H 5.583 -2.262 -5.015 0.36
H 5.684 -0.675 -5.488 0.53
H 4.662 -0.044 -3.299 0.33
H 3.583 -1.329 -3.842 0.11
H 4.859 -3.136 -2.581 0.33
H 4.263 -1.786 -1.571 -0.20
H 6.896 -2.776 -1.615 0.37
H 6.597 -1.123 -1.226 0.38
O 0.695 -1.045 -1.754 -0.54
S 0.329 -0.264 -0.564 0.80
O -0.204 1.091 -0.772 -0.35
C -0.845 -1.177 0.473 0.03
C 0.118 -1.796 1.490 -0.86
C 1.180 -0.740 1.938 -0.10
C 1.759 -0.122 0.650 -0.51
H -1.493 -1.774 -0.168 0.04
H -1.456 -0.434 0.985 0.05
H -0.469 -2.122 2.349 0.36
H 0.604 -2.696 1.115 0.39
H 1.922 -1.239 2.562 0.50
H 0.703 0.071 2.488 -0.13
H 2.540 -0.712 0.171 -0.06
H 2.102 0.906 0.768 0.43
O -5.675 0.141 -3.009 -0.70
S -4.600 -0.374 -2.207 1.15
O -4.586 -0.402 -0.736 -0.53
C -4.309 -2.068 -2.725 -0.57
C -2.843 -2.306 -3.209 -0.19
C -2.405 -0.923 -3.760 -0.61
C -2.908 0.177 -2.874 -0.21
H -4.946 -2.286 -3.582 0.40
H -4.654 -2.686 -1.896 0.03
H -2.225 -2.473 -2.327 -0.10
H -2.604 -3.127 -3.886 0.52
H -2.901 -0.753 -4.716 0.41
H -1.351 -0.800 -4.009 0.19
H -3.220 1.179 -3.169 0.45
H -2.274 0.215 -1.988 -0.27
O 7.373 2.425 3.712 -0.63
S 6.397 3.096 4.640 1.01
O 6.967 4.012 5.627 -0.63
C 4.994 3.735 3.576 -0.70
C 3.855 2.612 3.563 -0.10
C 4.469 1.376 4.171 -0.58
C 5.297 1.789 5.411 -0.77
H 5.447 4.012 2.624 0.41
H 4.532 4.578 4.089 0.33
H 3.054 3.051 4.157 0.26
H 3.556 2.431 2.530 -0.05
H 5.105 0.907 3.420 0.37
H 3.667 0.672 4.396 0.31
H 5.829 1.026 5.978 0.43
H 4.647 2.337 6.093 0.33
O -2.043 1.592 2.960 -0.66
S -1.250 2.797 2.940 1.13
O 0.205 2.769 3.190 -0.55
C -1.608 3.772 1.349 -0.18
C -2.607 4.871 1.697 -0.64
C -2.246 5.323 3.159 -0.65
C -2.030 4.092 4.010 -0.87
H -1.850 3.051 0.568 0.01
H -0.667 4.230 1.045 0.14
H -2.581 5.710 1.003 0.27
H -3.612 4.449 1.697 0.33
H -3.116 5.836 3.569 0.37
H -1.354 5.948 3.123 0.29
H -3.007 3.652 4.206 0.33
H -1.351 4.202 4.856 0.45
C -3.831 -3.979 0.736 -0.72
C -5.099 -3.502 1.405 0.85
C -6.361 -4.283 1.070 -1.44
O -4.819 -3.678 2.762 -0.57
H -2.911 -3.583 1.165 0.09
H -3.799 -3.734 -0.325 0.07
H -3.765 -5.061 0.852 0.31
H -5.211 -2.427 1.262 0.20
H -7.192 -3.954 1.694 0.37
H -6.210 -5.255 1.538 0.36
H -6.546 -4.323 -0.003 0.33
H -4.127 -3.038 2.941 0.18
C -3.945 -2.210 5.606 -1.70
C -3.113 -1.100 4.981 0.94
C -1.686 -1.167 5.448 -1.31
O -3.083 -1.333 3.614 -0.10
H -3.694 -3.265 5.492 0.34
H -4.966 -1.997 5.289 0.39
H -3.924 -1.902 6.651 0.47
H -3.468 -0.103 5.244 0.21
H -1.468 -1.018 6.506 0.44
H -1.126 -0.318 5.056 0.16
H -1.081 -2.047 5.230 0.30
H -2.628 -0.601 3.190 -0.03
C 0.504 -3.091 -4.689 -0.94
C 1.471 -3.077 -5.930 0.84
C 1.511 -4.473 -6.612 -1.41
O 1.101 -2.106 -6.872 -0.59
H -0.424 -3.629 -4.882 0.42
H 0.377 -2.038 -4.439 0.00
H 0.961 -3.464 -3.772 0.41
H 2.464 -2.780 -5.594 -0.16
H 1.446 -5.278 -5.880 0.33
H 2.273 -4.548 -7.389 0.39
H 0.668 -4.638 -7.284 0.37
H 1.807 -2.015 -7.515 0.35
C -1.313 3.504 -2.505 -1.09
C -0.678 4.717 -1.958 0.72
C 0.072 5.605 -2.965 -1.41
O -1.634 5.547 -1.367 -0.50
H -1.933 3.770 -3.361 0.51
H -1.905 3.069 -1.700 0.07
H -0.551 2.787 -2.811 0.33
H -0.024 4.430 -1.135 0.11
H -0.410 5.380 -3.916 0.34
H 1.130 5.370 -3.084 0.36
H 0.061 6.667 -2.721 0.36
H -2.219 5.914 -2.033 0.31
```

***

Record 5
Density functional theory data (the ωB97M-V functional and the def2-TZVPD basis) for a molecular structure, C19H32IN4O3Si2Tc.

## Properties
energy above the lowest of the compared OMol25 structures with the same formula, charge and spin = 0.0 kcal/mol
gap between HOMO and LUMO (spin up / spin down) = 0.326 / 0.284 Ha
total charge = +1
multiplicity = 4
HOMO level (spin up / spin down) = -11.62 / -11.47 eV

```
62
Properties=species:S:1:pos:R:3:mulliken_charge:R:1
Tc 0.361 0.929 -0.470 0.32
N 2.535 0.875 -0.624 -0.34
C 3.114 2.240 -0.684 -0.48
C 2.104 3.202 -1.297 0.41
O 2.439 4.156 -1.952 -0.64
O 0.855 2.870 -1.041 -0.44
H 2.974 0.334 0.114 0.25
H 2.737 0.379 -1.493 -0.02
H 4.040 2.258 -1.256 0.41
H 3.324 2.574 0.332 0.26
C -1.075 1.307 2.817 -1.28
Si 0.360 0.426 1.985 1.02
C 1.949 1.212 2.632 -1.39
C 0.347 -1.391 2.431 0.56
C 0.221 -1.862 3.741 -0.55
C 0.224 -3.223 4.002 -0.75
C 0.360 -4.132 2.956 -0.75
C 0.488 -3.675 1.654 -0.54
C 0.478 -2.305 1.377 0.35
Si 0.566 -1.595 -0.358 1.74
C -0.840 -2.301 -1.391 -1.32
C 2.173 -2.155 -1.166 -1.29
H -0.940 1.264 3.901 0.42
H -2.030 0.833 2.583 0.33
H -1.133 2.360 2.535 0.33
H 1.951 1.143 3.724 0.43
H 2.023 2.270 2.374 0.32
H 2.850 0.697 2.290 0.39
H 0.116 -1.167 4.567 0.37
H 0.123 -3.582 5.019 0.42
H 0.363 -5.194 3.162 0.42
H 0.588 -4.397 0.850 0.37
H -0.592 -3.338 -1.636 0.40
H -0.977 -1.761 -2.330 0.26
H -1.785 -2.310 -0.847 0.32
H 2.153 -3.246 -1.243 0.46
H 3.067 -1.906 -0.589 0.37
H 2.285 -1.765 -2.181 0.19
N -2.943 -2.322 1.693 -0.55
H -3.349 -3.192 1.363 0.24
H -3.497 -2.039 2.494 0.24
H -2.020 -2.555 2.050 0.01
N 0.518 2.426 -3.855 -0.22
C 0.727 1.119 -3.750 0.42
O 0.445 0.455 -2.735 -0.44
C 1.363 0.422 -4.917 -1.26
I 3.458 0.319 -4.503 0.11
H 0.308 2.954 -3.014 0.19
H 0.859 2.934 -4.654 0.24
H 1.247 0.951 -5.857 0.60
H 1.002 -0.597 -4.989 0.38
C -4.416 2.004 -0.336 -0.31
C -3.471 2.969 -0.654 -0.88
C -2.137 2.622 -0.672 -0.47
N -1.722 1.374 -0.387 0.46
C -2.635 0.443 -0.063 -0.63
C -3.986 0.722 -0.034 -1.03
H -5.468 2.252 -0.317 0.42
H -3.758 3.985 -0.885 0.47
H -1.364 3.340 -0.909 0.66
H -2.281 -0.543 0.208 0.49
H -4.675 -0.067 0.233 0.52
```

***

Record 6
Density functional theory data (the ωB97M-V functional and the def2-TZVPD basis) for 3 unconnected molecules or ions with the total composition C5H12O3 at a distorted geometry.

## Properties
energy above the lowest of the compared OMol25 structures with the same formula, charge and spin = 104.5 kcal/mol
gap between HOMO and LUMO = 0.244 Ha
total charge = 0
multiplicity = 1
HOMO level = -8.84 eV

```
20
Properties=species:S:1:pos:R:3:mulliken_charge:R:1
C -2.204 0.139 -0.387 0.12
C -3.486 -0.225 -0.285 -0.77
C 0.873 -1.031 0.373 -0.46
O 2.037 -0.748 -0.073 -0.77
C 0.036 0.392 0.533 -0.41
C -1.320 0.206 0.715 -0.32
H -1.807 0.381 -1.369 0.32
H -3.935 -0.391 0.680 0.26
H -4.066 -0.380 -1.186 0.27
H 0.319 -1.653 -0.348 0.38
H 0.928 -1.462 1.381 0.32
H 0.166 0.838 -0.452 0.23
H 0.494 0.988 1.321 0.53
H -1.710 0.031 1.723 0.31
H 2.678 0.305 0.979 0.40
H 3.355 0.500 2.422 0.28
O 3.067 0.955 1.630 -0.72
H 1.633 0.332 -3.338 0.29
H 1.681 0.157 -1.803 0.38
O 1.261 0.665 -2.516 -0.66
```

***

Record 7
Density functional theory data (the ωB97M-V functional and the def2-TZVPD basis) for a single C6H9N3O2S molecule at a distorted geometry.

## Properties
energy above the lowest of the compared OMol25 structures with the same formula, charge and spin = 100.9 kcal/mol
gap between HOMO and LUMO (spin up / spin down) = 0.269 / 0.292 Ha
total charge = 0
multiplicity = 1
HOMO level (spin up / spin down) = -8.20 / -9.01 eV

```
21
Properties=species:S:1:pos:R:3:mulliken_charge:R:1
C -1.608 -0.206 2.630 -0.67
C -1.156 -0.382 1.269 1.30
C 0.259 -0.493 1.416 -0.40
C 1.261 -0.551 0.327 -0.10
C 0.686 -0.852 -0.983 -0.92
C -0.284 1.439 -2.299 -0.93
N -0.614 -0.287 3.470 -0.86
N 0.505 -0.445 2.739 0.27
N -1.774 -0.501 0.126 -0.60
O 1.050 -0.482 -3.549 -0.66
O 2.292 0.938 -1.948 -0.66
S 1.080 0.234 -2.302 1.17
H -2.615 -0.101 2.983 0.44
H 1.839 0.380 0.242 0.37
H 1.983 -1.339 0.590 0.32
H 0.028 -1.672 -1.178 0.50
H -1.203 0.895 -2.472 0.31
H -0.289 1.925 -1.332 0.30
H -0.095 2.159 -3.086 0.37
H 1.398 -0.464 3.206 0.21
H -2.743 -0.197 0.151 0.24
```

***

Record 8
Density functional theory data (the ωB97M-V functional and the def2-TZVPD basis) for a gas-phase ion, C3H4NO (charge +1) at a distorted geometry.

## Properties
energy above the lowest of the compared OMol25 structures with the same formula, charge and spin = 96.3 kcal/mol
gap between HOMO and LUMO = 0.343 Ha
total charge = +1
multiplicity = 1
HOMO level = -17.26 eV

```
9
Properties=species:S:1:pos:R:3:mulliken_charge:R:1
C -0.402 -0.022 0.157 0.52
C -0.975 1.236 0.157 -0.49
C 1.034 -0.558 -0.233 -0.18
N -0.777 -1.317 0.247 0.00
O 0.292 -1.842 -0.062 0.02
H -1.997 1.507 0.633 0.28
H -0.492 2.143 -0.077 0.30
H 1.409 -0.593 -1.277 0.28
H 1.908 -0.554 0.454 0.27
```